No. 1
C24H39N9RbS2 | ωB97M-V/def2-TZVPD

Geometry as XYZ:
```
75
Properties=species:S:1:pos:R:3:forces:R:3:mulliken_charge:R:1
N -7.12082 11.37360 17.64082 0.1 -0.6 -0.1 -0.0073
C -1.48049 5.75248 22.35651 0.1 -0.7 -0.9 -0.6780
Rb -5.28249 9.02236 19.40581 0.3 0.1 0.1 0.8351
C 1.72231 9.70426 17.76835 -0.6 0.0 -1.3 -1.4920
H -4.86690 1.69281 18.66050 -0.1 0.3 -0.3 0.3596
H -9.82633 11.29275 18.48219 0.1 0.4 0.7 0.3810
C -5.02158 6.11096 17.21479 -0.5 1.5 -0.1 0.0130
H -6.89695 11.84731 18.50300 -0.4 0.1 0.2 0.3068
C -0.20372 8.24792 18.23767 -1.1 -0.7 0.0 -0.5475
N -5.51357 5.11061 16.63127 -0.1 0.1 -0.9 -0.6670
H 0.88538 12.91601 16.98192 -0.2 -0.4 0.3 0.3743
C -0.49505 10.75547 18.45112 0.1 1.9 0.2 -1.1191
H 0.97950 8.16719 20.62116 0.4 0.6 -0.1 0.2318
C -4.16004 3.22589 17.29906 2.1 0.3 -0.7 0.1344
H -0.92302 5.00028 19.05502 0.3 -0.1 -0.3 0.5560
H -4.99197 11.11963 15.17876 -0.2 0.1 0.4 0.2445
H -0.73642 7.77481 19.09078 0.3 0.5 -0.4 -0.4404
H -6.67887 12.46269 13.29929 -0.9 -0.4 0.6 0.3318
C -4.02900 2.08835 18.08809 -0.8 -0.5 0.6 -0.3908
N -4.44125 6.00903 18.55426 -1.0 0.1 -1.1 -0.5498
H -2.80501 0.50151 18.77398 0.2 0.0 0.3 0.4296
C -3.34092 6.34865 20.94799 0.7 -0.7 0.6 -0.5659
H -0.98789 3.23242 16.10143 0.2 0.3 -0.2 0.4161
H 1.79863 7.64370 18.34166 0.5 -0.1 0.3 0.4237
N -2.38513 9.45199 18.08310 -1.2 0.1 -0.2 0.0655
H 1.97165 11.89851 16.35495 0.5 -0.4 0.2 0.3441
H -3.10967 4.55581 15.96760 -0.1 0.5 -0.5 0.5677
H 0.13986 4.77308 21.37273 -0.6 0.2 -0.4 0.3806
C -2.83424 1.41984 18.21407 -0.6 0.4 -0.3 -0.6050
S -5.26323 7.75124 16.53730 0.5 -0.7 0.7 -0.3319
H -0.99856 5.65272 23.34339 -0.4 0.1 -0.6 0.4182
C -3.03514 3.68920 16.57555 -0.3 -1.3 1.0 0.0370
H -0.84256 1.34418 17.59822 0.4 0.1 -0.1 0.4139
H -6.08633 3.27414 16.80122 0.4 0.2 0.4 0.2906
C -1.75059 1.91748 17.52956 0.9 -2.1 0.6 -0.3946
N -5.89350 11.02358 15.62932 -0.9 0.0 0.3 0.0642
H 2.79754 9.84354 17.73784 0.3 0.1 0.5 0.4621
H -7.96828 9.74749 18.70564 0.6 -0.1 0.6 0.2369
C -2.77427 6.23865 22.19592 0.9 0.0 0.7 -0.6310
H -6.75207 10.03337 14.03519 0.2 0.1 -0.3 0.4175
N 1.32653 8.94363 20.04457 -1.3 -1.1 -0.8 -0.5565
C -6.00939 11.48108 16.87746 1.7 0.6 0.3 -0.1693
C -9.50113 10.65255 17.69356 -0.1 -0.8 -1.7 -1.3631
H -0.79943 9.54692 16.66030 -0.2 0.4 0.4 0.0880
H -0.60994 10.62600 19.53634 0.3 0.0 -0.3 0.3459
N 1.07731 11.91596 16.83280 0.0 0.5 0.6 -0.2650
C -1.84652 2.96818 16.68932 -0.5 1.6 -0.7 -0.8545
H -9.75156 11.14979 16.74079 0.1 -0.2 0.3 0.2860
C 0.96278 11.01097 18.10928 0.9 -0.4 -0.4 0.1828
C -0.99056 9.52688 17.76790 0.2 -1.2 -0.6 0.4354
C -8.04036 10.23014 17.74268 -0.7 0.9 0.0 -0.4249
H -3.31433 6.47096 23.08930 -0.5 0.3 0.3 0.4178
C -1.38062 5.38756 19.94195 -0.5 -0.1 0.3 -0.5268
H 1.50874 11.54668 18.86634 0.0 0.3 0.3 0.3860
C -2.65044 5.92685 19.83840 0.3 0.3 -0.1 0.4740
H -7.85540 10.33392 15.26900 0.0 0.4 0.2 0.1114
H -2.79904 8.63241 17.64230 -0.3 0.1 -0.2 -0.0411
H -2.91406 10.29512 17.75701 0.6 -0.9 0.1 -0.1610
H 2.26212 9.16087 20.27910 1.1 0.0 0.5 0.2514
H -8.42092 11.93785 13.49025 0.3 0.1 -0.1 0.3795
H -1.12892 11.67687 18.22453 0.6 -1.1 0.0 0.4587
C -0.84340 5.24769 21.20209 1.3 0.2 1.5 -0.5617
C -7.47713 12.11793 14.01501 0.8 -0.3 0.1 -1.1727
N -5.37137 3.87194 17.22247 -2.0 -0.6 0.5 -0.0864
H 0.41852 11.58975 16.15485 -0.8 -0.4 -0.6 0.3500
H -7.79858 9.46499 17.02136 0.1 -0.1 -0.3 0.4618
S -4.68910 12.30940 17.65683 -0.3 -0.6 -0.5 -0.3801
H -0.20631 7.43736 17.45203 -0.2 1.0 0.5 0.4512
N -3.21928 6.03422 18.54073 0.8 -0.2 -0.2 0.4771
H 1.47040 9.44274 16.71272 0.1 0.0 0.5 0.4359
H -10.06307 9.71463 17.74340 -0.3 0.2 0.0 0.3772
C -7.03127 10.81004 14.74063 -0.4 0.2 -0.6 -0.3015
H -7.64398 12.92534 14.74030 0.0 -0.2 -0.1 0.2845
C 1.24040 8.52951 18.62451 -0.3 1.0 0.2 0.1494
H -4.36552 6.53589 20.85893 -1.4 0.6 -0.2 0.7449
```
Positions in Å, forces in eV/Å.

Values from the calculation:
- Energy above the lowest of the compared OMol25 structures with the same formula, charge and spin: 0.0 kcal/mol
- Orbital gap: 5.5 eV
- Total charge: +1
- Calculated total energy: -2250.8967 hartree

---

No. 2
CN2O3S | ωB97M-V/def2-TZVPD

Geometry as XYZ:
```
7
Properties=species:S:1:pos:R:3:forces:R:3:mulliken_charge:R:1
N -2.69163 0.80735 -0.19987 0.7 -0.3 0.1 -0.2657
O 0.26518 -0.98180 0.11410 -3.3 -0.1 -1.2 -0.2023
S 2.05953 0.05661 0.24408 1.7 3.4 1.9 0.7852
N -0.89268 -0.72510 0.42359 1.6 -2.7 2.2 0.0122
O 2.33872 1.45457 0.07533 -0.7 0.2 0.1 -0.4327
O 2.88081 -0.78416 -0.50444 1.2 -2.3 -1.5 -0.3721
C -1.73411 0.17280 -0.00297 -1.2 2.0 -1.6 0.4756
```
Positions in Å, forces in eV/Å.

Values from the calculation:
- Energy above the lowest of the compared OMol25 structures with the same formula, charge and spin: 33.3 kcal/mol
- Orbital gap: 7.5 eV
- Calculated total energy: -771.3330 hartree

---

No. 3
C2H2N2O | ωB97M-V/def2-TZVPD

Geometry as XYZ:
```
7
Properties=species:S:1:pos:R:3:forces:R:3:mulliken_spin:R:1
H 0.62912 -1.49698 -1.09942 -0.3 0.8 0.1 0.1801
H 2.05998 1.86167 0.12851 -0.6 -2.5 1.4 -0.0192
C 0.39510 -0.63074 -0.38737 -2.9 -3.6 -1.0 0.7414
C -2.49282 -0.63374 0.40974 0.7 -0.5 0.4 0.0202
N 1.18738 0.14193 0.02645 2.1 -0.8 -2.8 0.2569
O -3.50733 -0.22129 0.18832 -0.9 0.5 -0.3 0.0031
N 1.72857 0.97916 0.73376 2.0 6.2 2.2 0.8176
```
Positions in Å, forces in eV/Å.

Values from the calculation:
- Energy above the lowest of the compared OMol25 structures with the same formula, charge and spin: 72.3 kcal/mol
- Orbital gap (spin up / spin down): 7.1 / 8.4 eV
- Multiplicity: 3
- Calculated total energy: -261.9212 hartree
- ⟨S²⟩: 2.01

---

No. 4
C4H12NO3 | ωB97M-V/def2-TZVPD

Geometry as XYZ:
```
20
Properties=species:S:1:pos:R:3:forces:R:3:mulliken_spin:R:1
C 1.08758 -0.19430 0.97466 1.5 1.0 0.3 0.0114
H -0.18103 1.48092 -0.51399 -0.3 0.0 -0.1 -0.0011
O -1.66604 -0.69929 -1.94138 -0.6 0.6 0.2 0.0754
N -0.14195 -0.51442 0.17405 -1.5 -1.4 0.8 0.0104
H 0.06025 -1.20558 -0.54845 0.4 0.9 -0.9 0.0014
H -2.38473 -1.18942 -2.40718 0.0 0.5 -0.3 -0.0013
H 1.27000 0.78586 2.81823 0.1 -0.1 0.0 -0.0001
C -0.89869 0.73092 -0.17020 0.1 -0.2 -1.1 0.0993
H 1.04784 -0.31200 -2.65908 0.1 0.1 0.1 0.0001
O 1.35190 0.15958 -1.86486 0.2 -0.2 -0.9 0.0006
C -1.95691 0.45169 -1.37480 2.5 -3.0 1.1 -0.0125
H 1.96590 -0.76617 0.61800 -0.9 -0.3 0.2 0.0044
H 2.22668 0.47412 -2.16265 -0.3 0.0 0.4 0.0000
H 1.36137 0.82823 0.70083 -0.1 -0.2 -0.3 0.0033
H -0.74268 -1.11270 0.76758 0.1 0.5 0.3 -0.0011
H -1.47294 1.04784 0.68726 -0.1 0.2 0.3 -0.0022
O -2.92544 1.13687 -1.51692 -1.2 1.2 -0.3 0.8081
H -0.16994 -0.05244 2.82303 -0.5 -0.3 -0.4 0.0006
H 1.31721 -0.88561 3.12769 0.1 -0.7 -0.5 0.0017
C 0.85161 -0.16409 2.46816 0.2 1.1 1.2 0.0017
```
Positions in Å, forces in eV/Å.

Values from the calculation:
- Energy above the lowest of the compared OMol25 structures with the same formula, charge and spin: 39.8 kcal/mol
- Orbital gap (spin up / spin down): 10.4 / 5.2 eV
- Total charge: +2
- Multiplicity: 2
- Calculated total energy: -439.2895 hartree
- ⟨S²⟩: 0.76